Record 1
CCl4OS as an isolated structure. Source: the Open Molecules 2025 dataset; level of theory: ωB97M-V/def2-TZVPD.

Element x y z (Å)
C (-1.1290, 0.1551, 0.1048)
O (0.6326, -0.8339, -0.9839)
S (1.6865, -0.9986, 0.0098)
Cl (-0.3159, 0.0141, 1.5841)
Cl (-1.1475, 1.7226, -0.5835)
Cl (-2.5451, -0.7804, -0.0888)
Cl (2.8184, 0.7212, -0.0425)

Cartesian forces (eV/Å) of the 2 atoms listed first:
C 0.1 0.3 0.3
O -1.1 0.0 -0.7

Calculated values
**Molecular weight**: 201.889 g mol⁻¹
**HOMO-LUMO gap (alpha / beta)**: 7.26 / 8.12 eV
**HOMO (alpha / beta)**: -8.5 / -8.8 eV
**Relative energy (zero: lowest compared OMol25 entry of this formula, charge and spin)**: 215.0 kJ/mol
**Calculated total energy**: -2352.2055 Eh

Record 2
A 2-piece molecular cluster, CCl6P overall. Source: the Open Molecules 2025 dataset; level of theory: ωB97M-V/def2-TZVPD.

Element x y z (Å)
C (-3.1191, 0.2648, 0.0239)
P (4.6269, 0.2660, -0.4595)
Cl (-4.1128, -0.7292, -0.9005)
Cl (-1.8070, 0.9384, -0.6578)
Cl (-3.5171, 0.4502, 1.6327)
Cl (2.9931, -0.9320, -0.6271)
Cl (4.9118, 0.5312, 1.4172)
Cl (0.0242, -0.7893, -0.4289)

Cartesian forces (eV/Å) of the 2 atoms listed first:
C 0.2 0.5 -0.9
P -1.9 -1.3 -1.1

Calculated values
**Charge**: +1
**Molecular weight**: 255.703 g mol⁻¹
**HOMO-LUMO gap (alpha / beta)**: 4.54 / 4.53 eV
**HOMO (alpha / beta)**: -11.8 / -11.8 eV
**Relative energy (zero: lowest compared OMol25 entry of this formula, charge and spin)**: 420.4 kJ/mol
**Calculated total energy**: -3140.2265 Eh

Record 3
A 2-piece molecular cluster, CCl6P overall. Source: the Open Molecules 2025 dataset; level of theory: ωB97M-V/def2-TZVPD.

Element x y z (Å)
C (1.6749, 1.4038, 2.6563)
P (-2.1961, -2.4023, -3.7162)
Cl (1.0345, 3.0057, 2.7950)
Cl (1.3374, 0.5358, 1.3623)
Cl (2.1670, 0.5979, 4.1052)
Cl (-1.4102, -1.2425, -2.4081)
Cl (-2.0881, -1.4475, -5.3971)
Cl (-0.5195, -0.4510, 0.6026)

Cartesian forces (eV/Å) of the 2 atoms listed first:
C -0.3 0.3 1.2
P -0.1 -0.3 0.1

Calculated values
**Charge**: +1
**Molecular weight**: 255.703 g mol⁻¹
**HOMO-LUMO gap**: 4.10 eV
**HOMO**: -11.9 eV
**Relative energy (zero: lowest compared OMol25 entry of this formula, charge and spin)**: 447.6 kJ/mol
**Calculated total energy**: -3140.2161 Eh

Record 4
An isolated ion of composition CClF2O2S and charge -1. Source: the Open Molecules 2025 dataset; level of theory: ωB97M-V/def2-TZVPD.

Element x y z (Å)
C (-0.6287, 0.1198, 0.4203)
O (2.1298, 0.1883, 0.2054)
O (0.9452, -0.0633, -1.9188)
F (-0.4181, 1.2347, 1.1881)
F (-0.8275, -0.9480, 1.2691)
S (1.1252, -0.5799, -0.5569)
Cl (-2.3259, 0.0484, -0.6071)

Cartesian forces (eV/Å) of the 2 atoms listed first:
C 0.5 -1.2 -0.1
O -0.4 -0.5 0.0

Calculated values
**Charge**: -1
**Molecular weight**: 149.525 g mol⁻¹
**HOMO-LUMO gap**: 7.96 eV
**HOMO**: -4.3 eV
**Relative energy (zero: lowest compared OMol25 entry of this formula, charge and spin)**: 68.8 kJ/mol
**Calculated total energy**: -1246.7364 Eh